Formula: C45H77BrClI2NO2
Source: the Open Molecules 2025 dataset
Level of theory: ωB97M-V with the def2-TZVPD basis set

Results
**Highest occupied orbital energy**: -8.610 eV
**Relative energy (zero: lowest compared OMol25 entry of this formula, charge and spin)**: 21.9660 eV
**LUMO energy**: -1.608 eV
**Gap between HOMO and LUMO**: 7.00 eV

Atoms and positions in Å:
1 C 3.987 -6.546 -0.329
2 C 3.693 -5.428 -1.266
3 C 2.397 -4.423 -1.217
4 C 1.145 -4.697 -2.268
5 C 1.157 -5.949 -3.376
6 C 0.210 -7.208 -2.919
7 C -0.538 -7.024 -1.471
8 Cl -1.317 -8.646 -0.890
9 C -0.230 -3.748 -2.328
10 C -1.477 -4.003 -3.363
11 C -1.077 -3.457 -4.882
12 C -1.563 -1.911 -5.159
13 C -3.094 -1.774 -5.753
14 C -4.113 -1.155 -4.612
15 C -5.649 -0.915 -5.138
16 C -6.546 -2.289 -5.253
17 C -7.551 -2.540 -3.982
18 C -6.791 -2.838 -2.553
19 C -7.812 -2.624 -1.261
20 C -7.616 -3.764 -0.095
21 C -8.713 -3.616 1.158
22 C -7.936 -3.071 2.530
23 C -7.293 -1.580 2.302
24 C -0.326 -2.461 -1.318
25 C 0.947 -2.197 -0.319
26 C 2.300 -3.112 -0.183
27 C 3.477 -2.727 0.891
28 I 2.731 -2.294 2.929
29 C 4.535 -1.572 0.329
30 C 4.672 -0.266 1.309
31 I 4.102 -0.993 -1.780
32 C 0.457 -0.828 0.438
33 O 1.120 0.167 1.032
34 N -1.080 -0.791 0.322
35 C -1.812 -1.402 1.499
36 C -3.317 -0.722 1.763
37 C -3.869 -1.403 3.186
38 Br -4.266 -3.368 2.814
39 C -1.475 -1.318 -1.074
40 O -2.499 -0.917 -1.834
41 H 4.838 -6.562 0.487
42 H 3.353 -7.550 -0.444
43 H 4.476 -5.255 -2.150
44 H 2.268 -6.279 -3.560
45 H 0.776 -5.515 -4.420
46 H 0.905 -8.153 -2.844
47 H -0.607 -7.360 -3.772
48 H 0.171 -6.701 -0.587
49 H -1.416 -6.229 -1.558
50 H -1.735 -5.141 -3.445
51 H -2.417 -3.413 -2.990
52 H -1.618 -4.169 -5.670
53 H 0.103 -3.462 -5.035
54 H -1.372 -1.243 -4.189
55 H -0.848 -1.456 -5.994
56 H -3.516 -2.761 -6.229
57 H -3.050 -0.975 -6.621
58 H -3.618 -0.148 -4.209
59 H -4.070 -1.917 -3.697
60 H -6.202 -0.206 -4.361
61 H -5.690 -0.345 -6.183
62 H -5.796 -3.198 -5.413
63 H -7.223 -2.172 -6.209
64 H -8.294 -1.623 -3.872
65 H -8.229 -3.480 -4.244
66 H -5.810 -2.214 -2.387
67 H -6.483 -3.988 -2.582
68 H -7.590 -1.567 -0.768
69 H -8.945 -2.635 -1.572
70 H -6.550 -3.677 0.407
71 H -7.720 -4.864 -0.494
72 H -9.183 -4.652 1.457
73 H -9.572 -2.856 0.908
74 H -7.163 -3.907 2.815
75 H -8.698 -2.992 3.431
76 H -6.967 -1.084 3.313
77 H -8.123 -0.911 1.789
78 H -6.352 -1.620 1.576
79 H 4.144 -3.710 1.015
80 H 5.622 -2.062 0.274
81 H 5.431 0.478 0.764
82 H 3.688 0.346 1.469
83 H 5.141 -0.478 2.362
84 H -1.208 -1.224 2.512
85 H -1.900 -2.568 1.260
86 H -3.257 0.452 1.825
87 H -3.999 -0.996 0.849
88 H -2.958 -1.353 3.924
89 H -4.817 -0.822 3.560
90 C 0.967 3.217 3.036
91 C 0.977 4.244 1.916
92 C 2.058 3.979 0.866
93 C 3.499 4.038 1.387
94 C 3.900 5.360 2.046
95 C 3.840 6.546 1.094
96 H 1.905 3.222 3.598
97 H 0.157 3.435 3.741
98 H 0.808 2.209 2.639
99 H 1.088 5.249 2.337
100 H -0.001 4.227 1.418
101 H 1.937 4.695 0.047
102 H 1.891 2.988 0.424
103 H 4.177 3.839 0.548
104 H 3.663 3.224 2.104
105 H 4.926 5.265 2.422
106 H 3.272 5.558 2.920
107 H 4.504 6.389 0.239
108 H 4.161 7.457 1.609
109 H 2.827 6.714 0.721
110 C 6.906 9.471 1.758
111 C 8.132 8.810 2.369
112 C 7.812 7.494 3.081
113 C 6.863 7.615 4.280
114 C 7.332 8.563 5.387
115 C 8.636 8.127 6.036
116 H 6.169 9.740 2.519
117 H 7.195 10.391 1.236
118 H 6.427 8.807 1.032
119 H 8.624 9.509 3.054
120 H 8.853 8.606 1.568
121 H 8.751 7.031 3.404
122 H 7.369 6.797 2.359
123 H 6.717 6.615 4.706
124 H 5.876 7.941 3.933
125 H 6.554 8.607 6.159
126 H 7.435 9.582 5.001
127 H 8.535 7.130 6.476
128 H 8.909 8.823 6.835
129 H 9.459 8.108 5.318

Formula: C45H81BF5N5O9S
Source: the Open Molecules 2025 dataset
Level of theory: ωB97M-V with the def2-TZVPD basis set

Results
**Spin multiplicity**: 3
**Highest occupied orbital energy (alpha / beta)**: -8.506 / -8.506 eV
**Relative energy (zero: lowest compared OMol25 entry of this formula, charge and spin)**: 0.0000 eV
**LUMO energy (alpha / beta)**: 0.334 / -0.447 eV
**Gap between HOMO and LUMO (alpha / beta)**: 8.84 / 8.06 eV

Atoms and positions in Å:
1 C 5.192 -1.204 5.732
2 C 4.869 -0.459 4.348
3 O 3.499 0.056 4.278
4 C 3.341 0.451 2.894
5 C 1.964 1.228 2.589
6 O 0.766 0.462 2.732
7 C 0.270 -0.199 1.566
8 C 1.332 -0.560 0.427
9 N 0.712 -1.206 -0.795
10 C 1.805 -1.217 -1.848
11 O -0.874 0.399 0.928
12 C -0.678 1.723 0.436
13 S -2.191 2.722 0.979
14 B -0.682 1.854 -1.213
15 O -1.811 1.515 -2.036
16 O 0.554 2.313 -1.807
17 C -0.370 -1.606 2.155
18 C 0.813 -2.307 2.985
19 C 0.961 -3.849 2.474
20 N 1.416 -3.952 1.053
21 C 2.901 -3.914 0.912
22 C 3.662 -5.274 1.299
23 C 0.810 -5.138 0.425
24 C 0.159 -5.056 -1.060
25 O 0.708 -6.275 0.984
26 O -1.515 -1.178 2.873
27 C -2.488 -2.181 3.260
28 C -2.008 -2.706 4.720
29 N -1.341 -4.005 4.791
30 C -2.792 -3.312 2.179
31 C -4.279 -3.853 2.059
32 C -5.099 -3.508 0.756
33 C -6.532 -4.001 0.478
34 C -7.264 -4.914 1.499
35 C -6.503 -5.251 2.806
36 C -5.039 -4.743 3.077
37 C -4.359 -5.191 4.444
38 C -3.789 -1.241 3.583
39 F -3.263 -0.220 4.463
40 F -4.819 -1.875 4.299
41 C -4.418 -0.483 2.331
42 F -3.747 -0.580 1.110
43 F -5.797 -0.867 2.231
44 F -4.467 0.918 2.645
45 H 4.217 -1.509 6.236
46 H 5.866 -0.536 6.368
47 H 5.813 -2.155 5.516
48 H 5.640 0.386 4.173
49 H 5.077 -1.224 3.504
50 H 4.189 1.202 2.652
51 H 3.520 -0.454 2.215
52 H 1.917 2.062 3.393
53 H 2.119 1.780 1.603
54 H 1.893 0.358 -0.003
55 H 2.166 -1.284 0.756
56 H 0.537 -2.206 -0.625
57 H 2.599 -1.963 -1.465
58 H 1.414 -1.642 -2.858
59 H 2.219 -0.180 -2.072
60 H 0.210 2.314 0.823
61 H -2.972 2.911 -0.176
62 H -1.509 0.926 -2.774
63 H 1.332 1.977 -1.314
64 H -0.522 -2.227 1.211
65 H 0.639 -2.227 4.107
66 H 1.855 -1.855 2.795
67 H 1.783 -4.335 3.133
68 H 0.013 -4.460 2.621
69 H 3.370 -3.030 1.484
70 H 3.139 -3.706 -0.201
71 H 4.789 -5.018 1.338
72 H 3.387 -5.703 2.318
73 H 3.543 -6.006 0.429
74 H 0.463 -4.098 -1.597
75 H -0.981 -5.020 -0.870
76 H 0.347 -6.014 -1.650
77 H -2.852 -2.707 5.510
78 H -1.262 -1.921 5.129
79 H -0.328 -3.998 4.890
80 H -1.722 -4.767 4.239
81 H -2.092 -4.224 2.211
82 H -2.572 -2.831 1.147
83 H -4.556 -2.860 -0.027
84 H -7.042 -3.724 -0.508
85 H -8.318 -5.296 1.255
86 H -7.044 -5.928 3.554
87 H -4.127 -4.332 5.152
88 H -5.126 -5.857 5.000
89 H -3.471 -5.880 4.223
90 C 2.570 -0.411 -7.859
91 C 1.931 -1.594 -7.087
92 C 1.461 -2.672 -8.085
93 C 0.196 -2.282 -8.847
94 C -0.911 -1.864 -7.886
95 C -0.472 -0.770 -6.889
96 N 0.823 -1.091 -6.215
97 O 0.573 -2.047 -5.279
98 C -0.364 0.590 -7.617
99 C -1.625 -0.541 -5.876
100 C 3.114 -2.171 -6.265
101 H 2.605 0.493 -7.244
102 H 3.601 -0.634 -8.146
103 H 2.061 -0.180 -8.794
104 H 1.266 -3.612 -7.556
105 H 2.256 -2.891 -8.806
106 H 0.408 -1.479 -9.558
107 H -0.145 -3.134 -9.445
108 H -1.775 -1.518 -8.465
109 H -1.249 -2.752 -7.340
110 H 0.042 1.360 -6.954
111 H -1.350 0.935 -7.943
112 H 0.239 0.562 -8.522
113 H -1.907 -1.453 -5.343
114 H -2.527 -0.195 -6.388
115 H -1.353 0.219 -5.137
116 H 3.482 -1.441 -5.538
117 H 3.949 -2.440 -6.920
118 H 2.847 -3.085 -5.729
119 C 0.507 8.433 -0.446
120 C 0.429 7.106 0.352
121 C -1.015 6.876 0.840
122 C -1.414 7.780 2.004
123 C -0.399 7.685 3.139
124 C 1.054 7.931 2.680
125 N 1.421 7.130 1.473
126 O 1.615 5.845 1.877
127 C 1.265 9.438 2.397
128 C 1.998 7.659 3.880
129 C 0.765 6.026 -0.710
130 H 1.535 8.798 -0.515
131 H 0.151 8.301 -1.472
132 H -0.119 9.223 -0.031
133 H -1.141 5.834 1.157
134 H -1.721 7.028 0.016
135 H -1.515 8.816 1.669
136 H -2.401 7.483 2.375
137 H -0.672 8.401 3.923
138 H -0.482 6.691 3.594
139 H 2.258 9.623 1.975
140 H 1.197 10.020 3.322
141 H 0.522 9.872 1.733
142 H 1.891 6.648 4.282
143 H 1.780 8.341 4.708
144 H 3.046 7.807 3.599
145 H 1.785 6.146 -1.087
146 H 0.084 6.095 -1.565
147 H 0.659 5.009 -0.324

Formula: C45H85Cl2F6IN2O16PS5
Source: the Open Molecules 2025 dataset
Level of theory: ωB97M-V with the def2-TZVPD basis set

Results
**Highest occupied orbital energy**: -11.641 eV
**Charge**: +1
**LUMO energy**: -3.428 eV
**Gap between HOMO and LUMO**: 8.21 eV

Atoms and positions in Å:
1 C 7.210 -4.979 -0.435
2 C 5.921 -4.143 -0.406
3 C 5.414 -3.759 -1.815
4 C 4.036 -4.327 -2.148
5 C 2.943 -3.868 -1.156
6 C 1.872 -2.952 -1.832
7 C 1.559 -1.827 -0.848
8 C 0.334 -0.892 -1.015
9 C 0.169 -0.251 0.416
10 F -1.017 0.426 0.477
11 F -0.140 -1.285 1.306
12 C 1.324 0.391 1.166
13 C 2.262 -0.394 1.799
14 C 3.284 0.121 2.529
15 C 3.431 1.487 2.687
16 C 2.477 2.274 2.111
17 C 2.556 3.777 2.279
18 F 1.320 4.314 2.312
19 F 3.215 4.099 3.398
20 F 3.206 4.336 1.233
21 C 1.458 1.726 1.390
22 N -0.854 -1.817 -1.206
23 C -1.463 -3.002 -0.506
24 I -0.508 -4.020 1.170
25 C -1.647 -4.208 -1.466
26 C -2.727 -5.171 -0.912
27 C -1.562 -1.418 -2.225
28 P -3.204 -1.681 -2.935
29 C -3.192 -2.788 -4.398
30 O -4.114 -2.568 -1.881
31 C -0.660 -0.594 -3.141
32 C -0.097 -1.801 -4.015
33 N -1.563 0.024 -4.093
34 C 0.387 0.195 -2.186
35 C -0.441 1.522 -2.049
36 F -0.422 2.180 -3.270
37 C -0.227 2.670 -1.067
38 C 1.024 3.550 -1.203
39 C 1.715 0.278 -2.987
40 Cl 1.458 0.673 -4.747
41 C 2.866 1.234 -2.592
42 C 4.074 0.947 -3.558
43 Cl 3.538 1.034 -0.964
44 H 7.283 -5.631 0.434
45 H 8.093 -4.344 -0.402
46 H 7.281 -5.602 -1.326
47 H 5.171 -4.651 0.200
48 H 6.180 -3.226 0.123
49 H 6.125 -4.163 -2.536
50 H 5.449 -2.670 -1.904
51 H 4.123 -5.413 -2.074
52 H 3.780 -4.079 -3.178
53 H 3.440 -3.254 -0.402
54 H 2.471 -4.714 -0.663
55 H 2.324 -2.649 -2.773
56 H 1.037 -3.609 -2.077
57 H 2.444 -1.188 -0.830
58 H 1.556 -2.311 0.118
59 H 2.221 -1.472 1.774
60 H 4.005 -0.527 3.004
61 H 4.259 1.848 3.277
62 H 0.738 2.432 1.016
63 H -2.429 -2.705 -0.120
64 H -0.732 -4.794 -1.500
65 H -1.845 -3.928 -2.499
66 H -3.303 -4.733 -0.103
67 H -2.255 -6.094 -0.591
68 H -3.419 -5.443 -1.707
69 H -4.120 -3.353 -4.355
70 H -3.222 -2.173 -5.294
71 H -2.303 -3.405 -4.472
72 H -4.721 -1.909 -1.515
73 H 0.971 -1.779 -4.198
74 H -0.304 -2.770 -3.571
75 H -0.583 -1.822 -4.982
76 H -2.179 0.752 -3.758
77 H -1.130 0.298 -4.962
78 H -1.472 1.202 -1.871
79 H -1.009 3.376 -1.365
80 H -0.525 2.508 -0.040
81 H 1.215 3.792 -2.244
82 H 1.906 3.178 -0.688
83 H 0.778 4.503 -0.732
84 H 2.174 -0.700 -3.043
85 H 2.604 2.249 -2.865
86 H 4.121 1.682 -4.353
87 H 5.003 1.063 -3.006
88 H 4.067 -0.075 -3.934
89 O -5.539 -5.913 0.347
90 S -6.484 -6.221 1.382
91 O -7.787 -6.701 1.051
92 O -6.619 -4.953 2.331
93 C -6.936 -3.694 1.706
94 C -8.396 -3.593 1.313
95 C -5.748 -7.306 2.555
96 H -6.281 -3.534 0.846
97 H -6.699 -2.926 2.440
98 H -8.640 -4.299 0.521
99 H -8.623 -2.591 0.951
100 H -9.041 -3.821 2.161
101 H -4.771 -6.918 2.830
102 H -5.649 -8.279 2.079
103 H -6.400 -7.377 3.421
104 O -9.077 -2.169 -1.593
105 S -8.310 -2.692 -2.681
106 O -7.003 -2.181 -2.978
107 O -9.195 -2.658 -3.996
108 C -9.792 -1.403 -4.387
109 C -8.789 -0.455 -5.014
110 C -8.204 -4.442 -2.529
111 H -10.290 -0.946 -3.530
112 H -10.563 -1.657 -5.111
113 H -8.050 -0.123 -4.286
114 H -9.298 0.425 -5.407
115 H -8.252 -0.947 -5.825
116 H -9.197 -4.840 -2.338
117 H -7.541 -4.660 -1.692
118 H -7.790 -4.849 -3.448
119 O 7.794 0.646 0.895
120 S 8.704 1.698 1.239
121 O 9.222 1.807 2.564
122 O 8.048 3.088 0.820
123 C 6.731 3.376 1.321
124 C 6.759 3.795 2.781
125 C 10.039 1.726 0.093
126 H 6.074 2.517 1.164
127 H 6.345 4.196 0.717
128 H 7.069 2.969 3.421
129 H 5.771 4.122 3.105
130 H 7.470 4.606 2.934
131 H 9.639 1.681 -0.916
132 H 10.657 0.854 0.296
133 H 10.613 2.636 0.247
134 O -1.177 2.209 8.140
135 S -1.775 1.734 6.932
136 O -1.162 0.686 6.176
137 O -2.044 2.975 5.972
138 C -0.935 3.847 5.674
139 C 0.025 3.237 4.673
140 C -3.458 1.316 7.230
141 H -0.421 4.126 6.595
142 H -1.374 4.754 5.261
143 H 0.535 2.371 5.097
144 H 0.773 3.964 4.389
145 H -0.508 2.898 3.783
146 H -3.933 2.131 7.770
147 H -3.465 0.408 7.829
148 H -3.950 1.141 6.277
149 O -0.243 8.357 2.321
150 S 0.754 9.300 1.913
151 O 0.929 9.622 0.532
152 O 2.154 8.850 2.524
153 C 2.592 7.505 2.260
154 C 3.122 7.333 0.850
155 C 0.576 10.788 2.834
156 H 1.780 6.806 2.468
157 H 3.385 7.304 2.979
158 H 2.329 7.453 0.112
159 H 3.553 6.351 0.724
160 H 3.883 8.084 0.633
161 H 0.481 10.541 3.888
162 H -0.325 11.283 2.478
163 H 1.445 11.416 2.656